(1)
A single C4H7NO2 molecule at a distorted geometry, computed with the ωB97M-V functional and the def2-TZVPD basis.

Geometry as XYZ:
```
14
Properties=species:S:1:pos:R:3:lowdin_charge:R:1
C 0.542 -1.243 1.361 -0.014
C 0.679 0.079 0.638 -0.500
N 1.604 0.353 -0.184 0.155
O -0.371 0.977 0.758 -0.069
C -1.380 0.810 -0.409 -0.060
C -0.531 0.942 -1.630 -0.251
O 0.177 0.020 -1.957 0.034
H 0.038 -1.952 0.693 0.086
H 1.530 -1.659 1.595 0.081
H -0.031 -1.162 2.286 0.080
H 2.155 -0.481 -0.399 0.082
H -1.799 -0.193 -0.306 0.120
H -2.185 1.565 -0.366 0.125
H -0.427 1.944 -2.080 0.131
```

Properties
largest force on an atom = 1.68 eV Å⁻¹
structure (SMILES) = [H]/N=C(\C)OCC=O


(2)
C4H7NO2 as an isolated structure, computed with the ωB97M-V functional and the def2-TZVPD basis.

Geometry as XYZ:
```
14
Properties=species:S:1:pos:R:3:lowdin_charge:R:1
N 1.842 -1.249 -0.300 0.158
C 0.533 -1.566 -0.130 -0.556
O 0.008 -2.564 -0.587 0.047
C -0.261 -0.560 0.701 -0.133
C 0.350 0.807 0.822 -0.046
C -0.712 1.825 -0.505 -0.089
O -0.653 1.747 0.926 -0.158
H 2.439 -1.895 -0.793 0.113
H 2.211 -0.398 0.100 0.078
H -0.191 -0.874 1.755 0.148
H -1.322 -0.616 0.426 0.126
H 0.235 1.367 -0.880 0.096
H -1.561 1.263 -0.897 0.107
H -0.680 2.868 -0.811 0.110
```

Properties
largest force on an atom = 0.49 eV Å⁻¹


(3)
A 2-piece molecular cluster, C4H7NO2 overall at a distorted geometry, computed with the ωB97M-V functional and the def2-TZVPD basis.

Geometry as XYZ:
```
14
Properties=species:S:1:pos:R:3:lowdin_charge:R:1
C 0.245 -1.828 -1.819 -0.059
C -0.059 -0.681 -0.891 -0.288
C 0.243 0.845 1.536 -0.149
N 0.154 0.608 2.860 -0.004
C 0.273 1.785 0.693 -0.164
O -0.354 2.390 -0.293 0.019
O -1.230 -0.316 -0.755 0.003
H -0.957 1.742 -0.712 0.098
H -0.757 0.543 3.296 0.086
H 0.777 1.133 3.462 0.089
H 0.728 0.130 -1.110 0.127
H 1.236 -2.250 -1.658 0.074
H -0.532 -2.588 -1.750 0.079
H 0.234 -1.513 -2.861 0.089
```

Properties
largest force on an atom = 5.67 eV Å⁻¹
structure (SMILES) = NC#CO.CC=O


(4)
A single C4H7NO2 molecule at a distorted geometry, computed with the ωB97M-V functional and the def2-TZVPD basis.

Geometry as XYZ:
```
14
Properties=species:S:1:pos:R:3:lowdin_charge:R:1
C 0.471 -0.425 -1.417 -0.186
C 0.346 0.865 0.368 -0.188
C -0.110 -0.908 0.052 -0.218
C 1.129 1.155 1.438 0.077
O 1.132 0.711 -1.021 -0.140
O -2.256 -0.347 -0.248 -0.056
N -1.353 -1.275 0.255 -0.015
H -3.117 -0.708 0.003 0.098
H 1.147 -1.181 -1.824 0.116
H -0.417 -0.201 -2.021 0.111
H -0.535 1.431 0.083 0.132
H 0.582 -1.582 0.547 0.125
H 2.091 1.633 1.343 0.072
H 0.890 0.832 2.441 0.071
```

Properties
largest force on an atom = 4.11 eV Å⁻¹


| no. | E (a.u.) |
| --- | --- |
| 1 | -361.77549 |
| 2 | -361.72139 |
| 3 | -361.66670 |
| 4 | -361.61836 |